C17H40Al2Be2BrF10N4NaO4P | ωB97M-V with the def2-TZVPD basis set

The max |F| is 0.0921 Eh/bohr. The calculation puts the gap between HOMO and LUMO at 1.9 eV. For the HOMO energy, the calculation gives -11.3 eV.

Structure (ORCA input):
```
! RIJCOSX wB97M-V def2-TZVPD def2/J DEFGRID3
* xyz 1 1
C 2.246 1.107 0.602
C 1.106 1.502 -0.469
F -0.008 0.594 -0.241
C 0.711 3.108 -0.351
C -0.758 3.321 -0.915
N -1.859 2.957 -0.006
C -1.652 3.343 1.421
C -0.172 3.109 1.972
N 0.930 3.481 1.055
P 1.600 5.070 1.344
N 2.471 5.740 -0.011
O 2.828 4.802 2.531
H 2.722 0.155 0.174
H 1.720 0.819 1.580
H 2.999 1.940 0.772
H 1.513 1.320 -1.527
H 1.411 3.616 -1.106
H -0.840 2.645 -1.842
H -0.904 4.389 -1.311
H -2.124 1.972 -0.058
H -2.752 3.513 -0.354
H -2.339 2.661 2.044
H -2.066 4.398 1.589
H -0.062 3.787 2.914
H 0.034 2.047 2.347
H 3.031 5.004 -0.490
H 1.831 6.182 -0.695
H 3.502 4.233 2.075
C -4.908 -4.478 -0.685
C -4.211 -3.336 0.035
N -2.956 -3.722 0.673
C -2.441 -2.723 1.597
C -2.041 -1.382 0.981
C -1.950 -4.321 -0.169
C -1.441 -3.532 -1.369
H -5.058 -5.334 -0.020
H -5.890 -4.150 -1.035
H -4.344 -4.809 -1.561
H -4.901 -2.978 0.808
H -4.069 -2.505 -0.670
H -1.589 -3.136 2.149
H -3.199 -2.535 2.366
H -1.111 -1.456 0.419
H -1.875 -0.643 1.771
H -2.820 -0.985 0.322
H -2.342 -5.293 -0.538
H -1.070 -4.601 0.451
H -2.245 -3.077 -1.953
H -0.893 -4.200 -2.038
H -0.744 -2.750 -1.064
O 5.868 2.823 -0.003
C 6.064 1.644 0.122
O 5.082 0.738 0.387
C 5.665 -0.551 0.583
C 7.006 -0.494 -0.115
C 7.402 0.958 0.062
H 5.762 -0.732 1.657
H 5.004 -1.321 0.149
H 7.732 -1.201 0.290
H 6.880 -0.712 -1.180
H 7.932 1.125 1.003
H 7.991 1.320 -0.780
F -6.175 -2.714 -5.744
Al -5.938 -4.155 -4.750
F -7.164 -4.200 -3.469
F -4.326 -4.102 -4.001
F -6.076 -5.604 -5.752
Na -4.325 0.138 0.101
F -1.271 0.953 -1.618
Be 5.008 -3.191 -0.626
Br -4.094 4.326 -0.839
F 2.110 -2.412 -1.994
Al 1.748 -1.988 -3.686
F -0.006 -1.919 -3.903
F 2.431 -3.216 -4.756
F 2.458 -0.411 -4.058
Be -0.960 -6.220 0.709
C -0.968 3.275 5.711
O -1.028 4.216 4.785
H 0.031 2.846 5.928
H -1.302 3.555 6.732
H -1.564 2.359 5.537
*
```